Here is the molecule C6H8N2O from the Open Molecules 2025 dataset. Energies are from wB97M-V/def2-TZVPD.

```
17
C6H8N2O (wB97M-V/def2-TZVPD)
C -0.99318 0.16858 -1.82892
C -1.77592 0.06776 -0.64114
O -2.99651 -0.00184 -0.68921
N -1.12195 -0.07103 0.54407
C 0.26047 -0.13994 0.63474
C 1.09854 -1.21762 0.52380
C 2.50658 -0.69736 0.54850
C 2.36004 0.64213 0.66341
N 1.00688 0.95365 0.73015
H -1.64523 0.28293 -2.73318
H -0.22345 -0.54176 -1.93559
H -0.45047 0.84343 -1.78084
H -1.59343 0.40251 1.55432
H 0.88221 -2.19998 0.38420
H 3.39122 -1.28346 0.45462
H 3.17834 1.67361 0.64213
H 0.49915 1.71776 0.60617
```

Calculated values
- E_tot: -418.0585 hartree
- Charge: 0
- HOMO-LUMO gap: 9.4 eV
- SMILES string: CC(=O)Nc1ccc[nH]1

Mulliken population analysis, charges in e, atoms 1 to 4: -1.743 0.715 -0.614 -0.290